[1]
Molecular formula: C4H2N2O
Method: DFT, ωB97M-V/def2-TZVPD

Last column: Löwdin charge in e.
CARTESIAN COORDINATES (ANGSTROEM)
N1 -3.19 -0.17 -0.05  0.182
C1 -2.06 -0.24 0.10  -0.179
C2 -0.66 -0.20 0.04  -0.058
C3 0.45 -0.96 0.03  -0.136
N2 1.62 -0.29 0.02  0.075
C4 1.31 0.99 -0.05  -0.222
O1 0.06 1.33 0.07  0.056
H1 0.28 -2.07 -0.01  0.151
H2 2.18 1.60 -0.15  0.130

Output
2S+1: 1
Total charge: 0
Energy relative to the best compared isomer or geometry (same formula, charge and spin) (kcal/mol): 26.77

***

[2]
Molecular formula: C8H21AsIO2SYb
Method: DFT, ωB97M-V/def2-TZVPD

Last column: Löwdin charge in e.
CARTESIAN COORDINATES (ANGSTROEM)
C1 3.28 -0.69 0.53  -0.211
C2 2.21 0.15 1.23  -0.356
C3 1.71 1.40 0.50  -0.777
I1 3.23 2.43 -0.70  0.831
As1 -0.02 1.26 -0.72  0.714
C4 -1.08 0.96 0.98  -0.320
C5 -2.38 0.16 0.94  -0.468
C6 -2.21 -1.36 1.08  -0.075
C7 -3.35 0.50 -0.19  -0.089
C8 0.35 -0.79 -1.03  -0.434
S1 -0.52 -1.53 -2.37  0.569
O1 0.20 -2.72 -2.71  -0.371
O2 -0.70 -0.60 -3.42  -0.355
H1 4.28 -0.41 0.90  -0.091
H2 3.27 -0.59 -0.55  0.056
H3 3.18 -1.74 0.76  0.109
H4 2.69 0.49 2.16  0.095
H5 1.41 -0.49 1.57  0.095
H6 1.48 2.13 1.26  0.018
H7 0.92 1.50 -1.97  -0.076
H8 -0.17 2.82 -0.54  -0.031
H9 -1.25 1.24 -1.67  -0.018
H10 -1.32 1.96 1.33  0.066
H11 -0.48 0.53 1.78  0.051
H12 -2.91 0.43 1.85  0.119
H13 -1.22 -1.60 1.46  0.057
H14 -2.43 -1.89 0.16  0.053
H15 -2.90 -1.74 1.81  0.078
H16 -3.13 -0.08 -1.08  0.054
H17 -4.36 0.25 0.09  0.082
H18 -3.27 1.54 -0.50  0.073
H19 0.28 -1.41 -0.15  0.033
H20 1.36 -0.86 -1.43  0.026
H21 -1.71 -1.95 -1.86  0.059
Yb1 5.56 0.70 0.49  1.436

Output
2S+1: 1
Total charge: +1

***

[3]
Molecular formula: C26H62O
Method: DFT, ωB97M-V/def2-TZVPD

Last column: Löwdin charge in e.
CARTESIAN COORDINATES (ANGSTROEM)
C1 -0.11 -32.98 40.77  -0.106
C2 -1.07 -32.25 39.77  -0.260
C3 -2.45 -32.88 39.73  -0.231
C4 -3.55 -32.05 38.90  -0.187
C5 -3.45 -32.26 37.38  -0.275
C6 -4.66 -31.70 36.56  -0.111
H1 0.07 -33.95 40.53  0.021
H2 -0.39 -32.77 41.76  0.048
H3 0.91 -32.44 40.68  0.101
H4 -0.79 -32.37 38.57  0.146
H5 -1.05 -31.18 39.98  0.098
H6 -2.68 -33.00 40.77  0.073
H7 -2.53 -34.02 39.46  0.126
H8 -3.66 -31.06 39.10  0.054
H9 -4.67 -32.46 39.21  0.160
H10 -3.44 -33.32 37.18  0.075
H11 -2.56 -31.81 36.76  0.134
H12 -5.53 -31.91 37.06  0.028
H13 -4.68 -32.00 35.55  0.050
H14 -4.58 -30.62 36.49  0.073
C7 -1.18 -36.32 43.94  -0.106
C8 -1.57 -35.67 42.60  -0.286
C9 -2.03 -36.62 41.41  -0.193
C10 -3.47 -37.11 41.64  -0.187
C11 -4.01 -37.91 40.38  -0.279
C12 -4.28 -37.04 39.20  -0.149
H15 -0.85 -35.51 44.58  0.048
H16 -0.35 -37.17 43.46  0.121
H17 -2.10 -36.84 44.48  0.100
H18 -0.84 -35.02 42.19  0.043
H19 -2.48 -34.91 42.69  0.132
H20 -1.35 -37.37 41.28  0.058
H21 -2.07 -36.22 40.46  0.046
H22 -4.32 -36.47 42.00  0.121
H23 -3.48 -37.93 42.40  0.102
H24 -4.88 -38.55 40.57  0.101
H25 -3.32 -38.72 40.01  0.121
H26 -5.20 -36.36 39.29  0.106
H27 -4.57 -37.62 38.39  0.002
H28 -3.35 -36.43 38.72  0.097
C13 1.54 -35.12 35.55  -0.088
C14 -0.02 -35.13 35.82  -0.237
C15 -0.48 -36.59 36.20  -0.191
C16 -2.02 -36.77 36.30  -0.233
C17 -2.81 -36.70 35.07  -0.276
C18 -4.32 -36.76 35.23  -0.060
H29 1.87 -34.16 35.69  0.022
H30 1.73 -35.35 34.57  0.034
H31 1.95 -35.79 36.41  0.110
H32 -0.56 -34.59 34.98  0.116
H33 -0.26 -34.60 36.73  0.078
H34 -0.05 -36.85 37.05  0.016
H35 0.02 -37.24 35.22  0.178
H36 -2.31 -36.13 37.06  0.062
H37 -2.14 -37.75 36.75  0.110
H38 -2.52 -37.44 34.43  0.090
H39 -2.55 -35.83 34.76  0.043
H40 -4.58 -37.32 36.19  0.081
H41 -4.73 -36.90 34.22  0.084
H42 -4.51 -35.75 35.42  0.043
C19 1.32 -39.70 36.76  -0.053
C20 1.32 -40.88 37.84  -0.278
C21 2.51 -40.89 38.76  -0.184
C22 2.42 -39.83 39.89  -0.135
C23 1.20 -39.94 40.83  -0.232
C24 1.11 -39.11 42.02  -0.172
H43 1.08 -38.77 37.55  0.136
H44 0.45 -39.79 36.29  0.007
H45 2.15 -39.76 36.28  -0.004
H46 1.37 -41.98 37.20  0.159
H47 0.33 -40.99 38.25  0.083
H48 3.45 -40.84 38.22  0.123
H49 2.23 -41.87 39.03  0.083
H50 2.58 -39.03 39.45  0.040
H51 3.08 -40.05 40.35  -0.035
H52 1.00 -40.94 41.10  0.114
H53 0.52 -39.29 40.26  0.109
H54 0.21 -39.39 42.71  0.104
H55 1.24 -38.03 42.07  0.072
H56 1.83 -39.54 42.74  0.074
C25 -8.82 -38.24 37.73  -0.044
C26 -7.60 -38.97 37.14  -0.259
O1 -7.10 -39.69 38.27  -0.116
H57 -9.52 -38.77 38.17  0.007
H58 -9.33 -37.80 36.71  0.134
H59 -8.67 -37.38 38.29  0.043
H60 -6.87 -38.32 36.76  0.080
H61 -7.79 -39.78 36.61  0.064
H62 -6.20 -40.06 38.16  0.088

Output
2S+1: 1
Total charge: 0
Energy relative to the best compared isomer or geometry (same formula, charge and spin) (kcal/mol): 52.78

***

[4]
Molecular formula: C31H32BCl69O5
Method: DFT, ωB97M-V/def2-TZVPD

Last column: Löwdin charge in e.
CARTESIAN COORDINATES (ANGSTROEM)
C1 -1.36 1.18 -0.90  -0.020
C2 -0.81 2.35 -0.40  -0.143
C3 -0.64 2.58 1.08  -0.116
C4 0.75 2.55 1.65  -0.040
C5 1.89 1.94 1.28  -0.055
C6 2.14 1.05 0.10  0.021
B1 2.69 1.88 -1.15  -0.726
O1 2.02 2.93 -1.75  0.121
O2 3.94 1.55 -1.66  0.065
C7 2.92 2.27 2.31  -0.354
O3 4.03 1.84 2.43  0.137
O4 2.37 3.17 3.20  0.132
C8 1.03 3.29 2.91  -0.350
O5 0.25 3.92 3.60  0.088
H1 -0.82 0.24 -0.93  -0.049
H2 -2.36 1.18 -1.34  0.062
H3 -0.47 3.11 -1.10  0.102
H4 -1.28 1.93 1.66  0.107
H5 -1.01 3.59 1.25  0.106
H6 2.91 0.33 0.37  0.103
H7 1.23 0.48 -0.12  0.105
H8 1.49 2.62 -2.50  0.113
H9 3.98 0.58 -1.67  0.044
C9 -1.62 -1.91 -3.55  -1.511
Cl1 -1.87 -0.55 -4.63  0.525
Cl2 -0.38 -1.52 -2.34  0.563
Cl3 -3.11 -2.39 -2.75  0.529
H10 -1.26 -2.75 -4.13  0.012
C10 -5.93 -1.77 -6.00  -1.516
Cl4 -6.37 -1.33 -7.65  0.503
Cl5 -4.69 -3.03 -6.03  0.470
Cl6 -5.35 -0.36 -5.11  0.511
H11 -6.80 -2.15 -5.50  0.014
C11 4.45 -0.25 -4.13  -1.505
Cl7 5.47 -1.59 -3.61  0.540
Cl8 4.54 -0.02 -5.87  0.524
Cl9 2.78 -0.52 -3.62  0.574
H12 4.81 0.65 -3.64  0.007
C12 -3.00 4.74 4.21  -1.567
Cl10 -2.01 5.76 3.18  0.572
Cl11 -4.53 5.51 4.62  0.525
Cl12 -3.29 3.16 3.46  0.550
H13 -2.45 4.58 5.13  -0.090
C13 -0.04 3.22 6.95  -1.500
Cl13 0.42 3.84 8.53  0.528
Cl14 0.69 1.65 6.65  0.510
Cl15 -1.80 3.12 6.80  0.568
H14 0.32 3.92 6.20  -0.002
C14 6.51 -1.01 1.06  -1.557
Cl16 6.51 -0.90 2.82  0.539
Cl17 8.05 -1.65 0.48  0.530
Cl18 5.16 -2.01 0.49  0.517
H15 6.39 -0.01 0.67  -0.021
C15 -0.79 1.11 11.42  -1.517
Cl19 0.38 -0.21 11.49  0.544
Cl20 -1.37 1.34 9.77  0.513
Cl21 -2.15 0.80 12.52  0.555
H16 -0.30 2.02 11.74  0.015
C16 5.74 3.80 0.55  -1.519
Cl22 6.43 5.06 1.56  0.537
Cl23 4.56 4.47 -0.58  0.620
Cl24 6.99 2.90 -0.31  0.553
H17 5.22 3.11 1.20  -0.030
C17 1.95 -2.23 6.55  -1.530
Cl25 2.81 -1.22 5.38  0.522
Cl26 0.46 -1.44 7.07  0.494
Cl27 1.61 -3.81 5.87  0.507
H18 2.59 -2.36 7.41  0.017
C18 -6.38 6.19 8.00  -1.546
Cl28 -7.53 5.19 7.11  0.524
Cl29 -4.78 5.46 7.99  0.483
Cl30 -6.32 7.82 7.31  0.526
H19 -6.72 6.27 9.02  0.013
C19 4.65 -4.12 -7.32  -1.563
Cl31 3.68 -3.67 -8.72  0.512
Cl32 6.10 -3.12 -7.21  0.498
Cl33 3.69 -4.01 -5.84  0.518
H20 4.96 -5.15 -7.44  -0.106
C20 -5.23 0.51 9.54  -1.563
Cl34 -5.15 2.27 9.42  0.494
Cl35 -6.79 0.00 10.19  0.528
Cl36 -4.93 -0.24 7.98  0.524
H21 -4.46 0.19 10.23  -0.019
C21 3.94 5.93 4.88  -1.552
Cl37 3.50 6.75 6.38  0.524
Cl38 4.23 7.10 3.58  0.517
Cl39 5.34 4.89 5.12  0.525
H22 3.10 5.30 4.58  -0.014
C22 -2.45 -5.62 -8.47  -1.538
Cl40 -2.65 -4.99 -6.83  0.484
Cl41 -1.74 -7.23 -8.44  0.528
Cl42 -4.00 -5.63 -9.31  0.534
H23 -1.78 -4.96 -9.00  0.012
C23 -2.37 2.84 15.56  -1.562
Cl43 -3.53 4.16 15.39  0.534
Cl44 -0.72 3.42 15.34  0.526
Cl45 -2.55 2.05 17.13  0.540
H24 -2.58 2.11 14.79  -0.060
C24 -4.53 -0.94 18.00  -1.576
Cl46 -3.36 -2.26 18.06  0.525
Cl47 -5.09 -0.69 16.35  0.511
Cl48 -5.89 -1.26 19.08  0.528
H25 -4.04 -0.04 18.33  -0.036
C25 8.81 0.27 -8.05  -1.538
Cl49 7.29 -0.06 -7.22  0.470
Cl50 9.70 -1.23 -8.33  0.522
Cl51 8.52 1.12 -9.57  0.529
H26 9.41 0.90 -7.41  0.012
C26 -4.98 0.06 -11.39  -1.542
Cl52 -3.64 -0.96 -10.90  0.505
Cl53 -6.47 -0.49 -10.60  0.480
Cl54 -4.65 1.75 -11.01  0.530
H27 -5.11 -0.03 -12.46  0.000
C27 -1.09 -6.96 7.28  -1.552
Cl55 0.40 -7.90 7.08  0.520
Cl56 -2.06 -7.62 8.59  0.523
Cl57 -0.71 -5.26 7.56  0.498
H28 -1.66 -7.04 6.36  0.011
C28 -9.17 2.11 -11.41  -1.559
Cl58 -8.01 3.27 -10.76  0.518
Cl59 -10.66 2.92 -11.90  0.527
Cl60 -8.47 1.22 -12.77  0.506
H29 -9.41 1.40 -10.63  0.009
C29 5.89 -8.22 -7.89  -1.525
Cl61 7.10 -7.09 -7.29  0.550
Cl62 4.39 -7.37 -8.28  0.566
Cl63 6.49 -9.09 -9.30  0.538
H30 5.68 -8.94 -7.11  0.014
C30 -1.53 -1.81 -14.21  -1.531
Cl64 -0.23 -2.17 -13.07  0.507
Cl65 -2.69 -3.13 -14.26  0.524
Cl66 -2.33 -0.30 -13.78  0.519
H31 -1.10 -1.69 -15.19  0.014
C31 2.45 -5.39 -13.15  -1.542
Cl67 2.34 -4.04 -14.28  0.508
Cl68 3.65 -5.07 -11.90  0.511
Cl69 0.88 -5.74 -12.44  0.512
H32 2.77 -6.27 -13.71  0.011

Output
2S+1: 1
Total charge: 0

***

Number 1: energy -338.29876 hartree. Number 2: energy -4557.62250 hartree. Number 3: energy -1102.55197 hartree. Number 4: energy -33354.60620 hartree.